1.
# C31H29F45NO6

6 unconnected molecules or ions with the total composition C31H29F45NO6 in a non-equilibrium geometry (wB97M-V/def2-TZVPD, OMol25).

```
112
Properties=species:S:1:pos:R:3
F 4.847 -4.388 -3.388
C 4.741 -3.088 -3.279
F 4.050 -2.825 -2.169
F 5.930 -2.596 -3.174
C 3.934 -2.533 -4.483
F 4.442 -3.032 -5.589
F 4.048 -1.211 -4.540
C 2.465 -2.973 -4.301
C 1.580 -1.831 -3.712
N 0.363 -2.499 -3.192
C -0.316 -3.427 -4.156
C 0.597 -4.032 -5.266
O 1.842 -3.388 -5.486
H 2.426 -3.829 -3.602
H 1.395 -1.131 -4.528
H 2.109 -1.366 -2.876
H -0.311 -1.764 -2.957
H 0.551 -2.962 -2.296
H -1.212 -2.951 -4.560
H -0.698 -4.264 -3.560
H 0.748 -5.112 -5.131
H 0.049 -3.943 -6.209
C 2.168 -3.867 1.578
C 1.745 -2.753 0.605
C 2.808 -1.723 0.233
F 3.278 -1.049 1.288
F 2.264 -0.803 -0.621
F 0.641 -2.151 1.076
F 1.363 -3.373 -0.576
O 1.843 -3.691 2.942
C 2.693 -2.931 3.739
C 2.028 -1.643 4.228
F 1.585 -0.896 3.193
F 2.919 -0.895 4.912
F 3.854 -2.701 3.096
F 2.991 -3.687 4.807
H 1.593 -4.747 1.284
H 3.212 -4.154 1.442
H 3.639 -2.206 -0.274
H 1.179 -1.865 4.877
C -1.653 -0.220 0.805
C -2.123 0.451 2.107
C -3.565 0.179 2.544
F -4.463 0.588 1.625
F -3.825 0.853 3.687
F -1.892 1.779 2.025
F -1.314 -0.017 3.100
O -1.693 0.565 -0.394
C -2.875 0.651 -1.097
C -3.457 2.065 -1.101
F -3.652 2.520 0.149
F -4.660 2.072 -1.722
F -3.751 -0.273 -0.647
F -2.580 0.301 -2.378
H -0.596 -0.421 0.941
H -2.104 -1.201 0.649
H -3.715 -0.887 2.737
H -2.793 2.759 -1.615
C 4.183 2.541 5.188
C 3.433 3.063 6.427
C 3.021 4.537 6.415
F 4.079 5.363 6.307
F 2.394 4.839 7.577
F 4.156 2.779 7.530
F 2.286 2.331 6.524
O 5.602 2.480 5.258
C 6.337 3.621 4.982
C 7.093 4.138 6.209
F 6.254 4.380 7.234
F 7.715 5.300 5.909
F 5.551 4.561 4.426
F 7.242 3.275 4.042
H 3.883 1.499 5.083
H 3.845 3.024 4.271
H 2.328 4.738 5.593
H 7.837 3.409 6.537
C -3.114 8.204 -2.076
C -2.910 6.726 -1.699
C -2.139 5.862 -2.698
F -2.737 5.804 -3.901
F -2.064 4.582 -2.230
F -4.108 6.170 -1.417
F -2.199 6.711 -0.537
O -4.352 8.563 -2.670
C -4.511 8.393 -4.036
C -5.564 7.334 -4.369
F -5.265 6.150 -3.796
F -5.613 7.138 -5.705
F -3.324 8.140 -4.619
F -4.932 9.576 -4.523
H -3.111 8.748 -1.132
H -2.267 8.603 -2.635
H -1.120 6.232 -2.832
H -6.550 7.648 -4.018
C -4.517 -5.755 -0.372
C -3.891 -4.798 0.658
C -3.302 -3.500 0.110
F -2.305 -3.720 -0.782
F -2.760 -2.770 1.124
F -2.970 -5.469 1.384
F -4.877 -4.448 1.522
O -3.707 -6.830 -0.842
C -2.821 -6.602 -1.875
C -1.363 -6.746 -1.431
F -1.073 -5.921 -0.405
F -0.530 -6.415 -2.459
F -3.063 -5.405 -2.456
F -3.068 -7.536 -2.809
H -5.335 -6.251 0.148
H -4.991 -5.219 -1.195
H -4.072 -2.890 -0.369
H -1.154 -7.770 -1.119
```

The total charge is +1. The value obtained for the total energy is -6198.59266 Eh. For the LUMO energy, the calculation gives -2.742 eV.

2.
# C31H29IrN3O2S2Si

A molecular structure, C31H29IrN3O2S2Si (wB97M-V/def2-TZVPD, OMol25).

```
69
Properties=species:S:1:pos:R:3
Ir 0.574 0.180 -0.479
O 2.563 0.167 -0.351
N 3.174 1.360 -0.452
C 4.494 1.383 -0.162
C 5.189 2.555 -0.280
C 4.523 3.710 -0.699
C 3.177 3.656 -0.981
C 2.489 2.451 -0.844
S 0.790 2.255 -1.169
H 4.906 0.437 0.156
H 6.244 2.565 -0.046
H 5.059 4.644 -0.796
H 2.628 4.531 -1.299
C -0.944 -0.169 2.519
Si 0.599 0.680 1.905
C 0.472 2.531 2.098
C 2.093 -0.002 2.768
C 2.290 0.577 4.031
C 3.298 0.136 4.876
C 4.136 -0.893 4.473
C 3.955 -1.483 3.229
C 2.945 -1.041 2.389
H -1.037 0.159 3.561
H -0.829 -1.251 2.552
H -1.858 0.107 1.994
H 0.073 2.758 3.091
H -0.192 2.985 1.367
H 1.457 2.998 2.035
H 1.654 1.387 4.373
H 3.430 0.598 5.846
H 4.925 -1.237 5.127
H 4.602 -2.293 2.917
H 2.823 -1.523 1.428
O -1.462 0.310 -0.647
S -2.303 -0.525 -1.674
C -3.896 -0.539 -0.920
C -4.412 0.590 -0.292
C -5.673 0.510 0.269
C -6.402 -0.674 0.189
C -5.872 -1.791 -0.439
C -4.602 -1.732 -0.996
C -2.470 0.540 -3.073
C -2.537 -0.080 -4.313
C -2.701 0.708 -5.444
C -2.776 2.087 -5.320
C -2.690 2.693 -4.070
C -2.541 1.921 -2.932
H -3.837 1.503 -0.232
H -6.097 1.373 0.765
H -7.391 -0.722 0.624
H -6.443 -2.707 -0.494
H -4.175 -2.598 -1.487
H -2.468 -1.157 -4.399
H -2.763 0.245 -6.419
H -2.899 2.699 -6.203
H -2.750 3.770 -3.986
H -2.481 2.383 -1.955
N 4.067 -5.071 -1.066
C 3.061 -4.589 -0.794
C 1.823 -3.958 -0.432
C 0.771 -4.670 0.137
C -0.384 -3.985 0.468
C -0.449 -2.625 0.240
N 0.571 -1.933 -0.296
C 1.688 -2.595 -0.633
H 0.864 -5.734 0.311
H -1.230 -4.493 0.908
H -1.333 -2.058 0.497
H 2.489 -2.018 -1.073
```

As for the multiplicity: 2. The total charge is +2. The value obtained for the total energy is -2703.11341 Eh. For the LUMO energy (spin up / spin down), the calculation gives -6.044 / -8.159 eV.

3.
# C31H30AlBFINO19

A molecular structure, C31H30AlBFINO19 (wB97M-V/def2-TZVPD, OMol25).

```
85
Properties=species:S:1:pos:R:3
C 6.320 -0.914 -1.010
C 5.759 -2.296 -1.366
B 4.319 -2.620 -0.769
O 3.514 -3.430 -1.597
Al 3.654 -2.026 1.214
C 3.834 -3.625 2.441
C 3.488 -4.937 1.758
C 4.724 -5.718 1.342
I 2.323 -6.262 3.067
C 1.697 -1.378 1.243
O 0.836 -1.880 1.909
N 1.263 -0.177 0.391
C 0.802 -0.352 -0.858
O 1.072 0.217 -1.880
F -0.149 -1.334 -0.878
H 5.651 -0.123 -1.357
H 6.448 -0.803 0.067
H 7.292 -0.752 -1.486
H 5.708 -2.406 -2.457
H 6.455 -3.064 -0.991
H 3.857 -4.320 -1.723
H 4.524 -0.801 1.851
H 3.221 -3.452 3.327
H 4.881 -3.657 2.764
H 2.850 -4.795 0.886
H 5.266 -5.124 0.595
H 4.486 -6.686 0.901
H 5.395 -5.849 2.192
H 1.970 0.550 0.387
C 1.810 3.961 5.032
C 1.932 3.543 3.764
C 2.132 2.083 3.410
O 2.216 1.821 2.226
C 2.210 1.104 4.472
C 2.089 1.526 5.738
C 1.873 2.981 6.094
O 1.765 3.244 7.280
O 2.144 0.729 6.797
O 1.891 4.340 2.709
H 1.667 4.999 5.295
H 2.363 0.068 4.202
H 2.020 1.309 7.574
H 1.999 3.755 1.930
C -4.775 -3.864 -0.070
C -5.794 -3.422 0.676
C -5.863 -2.003 1.201
O -6.863 -1.724 1.849
C -4.780 -1.103 0.909
C -3.747 -1.539 0.163
C -3.690 -2.952 -0.388
O -2.736 -3.239 -1.079
O -2.719 -0.785 -0.153
O -6.842 -4.160 1.026
H -4.723 -4.874 -0.452
H -4.831 -0.096 1.299
H -2.088 -1.319 -0.680
H -7.406 -3.561 1.557
C 1.108 2.791 -5.930
C 1.673 1.940 -5.050
C 2.364 0.662 -5.500
O 2.885 -0.016 -4.641
C 2.375 0.342 -6.918
C 1.800 1.191 -7.777
C 1.141 2.477 -7.331
O 0.669 3.173 -8.221
O 1.751 1.008 -9.092
O 1.685 2.140 -3.755
H 0.620 3.704 -5.619
H 2.855 -0.575 -7.230
H 1.279 1.792 -9.439
H 2.078 1.354 -3.317
C -8.345 4.322 0.466
C -7.988 3.180 1.072
C -6.542 2.741 1.187
O -6.354 1.694 1.779
C -5.510 3.566 0.601
C -5.869 4.705 -0.007
C -7.312 5.158 -0.101
O -7.511 6.220 -0.665
O -5.017 5.542 -0.577
O -8.838 2.331 1.622
H -9.373 4.645 0.382
H -4.482 3.237 0.673
H -5.557 6.276 -0.931
H -8.295 1.595 1.975
```

The total charge is -1. The value obtained for the total energy is -3348.56628 Eh. For the LUMO energy, the calculation gives -0.190 eV.

4.
# C31H30AuClIN4OS2Se

A molecular structure, C31H30AuClIN4OS2Se in a non-equilibrium geometry (wB97M-V/def2-TZVPD, OMol25).

```
72
Properties=species:S:1:pos:R:3
Au -0.155 -0.014 -0.310
Cl 3.661 5.643 -1.476
C 3.155 4.014 -1.215
C 4.093 3.015 -1.123
C 3.706 1.696 -0.882
I 5.118 0.156 -0.862
C 2.374 1.335 -0.669
O 2.005 0.134 -0.322
C 1.414 2.369 -0.849
N 0.107 2.002 -0.775
C -0.856 2.877 -0.984
C -0.573 4.215 -1.272
C 0.734 4.629 -1.337
C 1.781 3.707 -1.127
H 5.140 3.250 -1.250
H -1.874 2.517 -0.920
H -1.389 4.901 -1.450
H 0.979 5.657 -1.569
S -2.613 -0.397 -0.271
C -1.954 -1.969 -0.142
N -0.652 -2.014 -0.182
C -0.131 -3.290 -0.092
C 1.208 -3.660 -0.125
C 1.512 -5.003 -0.029
C 0.507 -5.963 0.112
C -0.828 -5.603 0.138
C -1.140 -4.255 0.030
S -2.721 -3.498 0.020
H 1.976 -2.902 -0.224
H 2.545 -5.321 -0.068
H 0.772 -7.007 0.206
H -1.610 -6.342 0.238
C -0.105 2.813 5.614
C -1.106 3.544 4.718
C -0.452 4.264 3.536
C -0.005 3.340 2.402
N 1.233 2.630 2.675
C 1.379 1.291 2.817
Se 0.022 0.042 2.622
N 2.669 1.033 3.120
C 3.240 -0.274 3.419
C 3.720 -0.380 4.871
C 2.628 -0.167 5.920
C 1.583 -1.278 5.955
C 3.382 2.225 3.118
C 4.726 2.509 3.327
C 5.117 3.831 3.224
C 4.202 4.846 2.927
C 2.864 4.569 2.721
C 2.469 3.241 2.830
H -0.583 2.500 6.542
H 0.734 3.464 5.870
H 0.280 1.916 5.126
H -1.637 4.289 5.314
H -1.851 2.833 4.351
H 0.396 4.845 3.906
H -1.165 4.968 3.102
H 0.139 3.926 1.490
H -0.773 2.591 2.218
H 4.076 -0.435 2.739
H 2.477 -1.017 3.204
H 4.520 0.344 5.038
H 4.155 -1.374 4.997
H 2.143 0.799 5.747
H 3.110 -0.105 6.898
H 0.993 -1.313 5.040
H 0.892 -1.119 6.784
H 2.063 -2.249 6.095
H 5.447 1.735 3.546
H 6.156 4.090 3.381
H 4.549 5.869 2.860
H 2.162 5.355 2.478
```

The total charge is +1. The value obtained for the total energy is -5584.79442 Eh. For the energy above the lowest of the compared OMol25 structures with the same formula, charge and spin, the calculation gives 0.575 eV. For the LUMO energy (spin up / spin down), the calculation gives -5.300 / -5.301 eV.

5.
# C31H30CoFN4O5Si

A molecular structure, C31H30CoFN4O5Si (wB97M-V/def2-TZVPD, OMol25).

```
73
Properties=species:S:1:pos:R:3
Co 0.708 0.160 0.028
C -1.998 1.596 3.123
C -1.218 0.779 2.151
N -0.854 1.165 0.995
N -1.230 2.373 0.479
C -0.738 2.441 -0.747
O -0.047 1.531 -1.329
C -1.016 3.690 -1.513
C -1.496 4.831 -0.877
C -1.731 5.987 -1.606
C -1.494 6.010 -2.975
C -1.015 4.873 -3.613
C -0.771 3.719 -2.882
C -0.733 -0.584 2.484
C -0.966 -1.177 3.718
C -0.493 -2.455 3.955
C 0.200 -3.119 2.955
C 0.398 -2.458 1.758
N -0.053 -1.230 1.523
H -2.417 2.456 2.611
H -1.316 1.947 3.903
H -2.800 1.023 3.592
H -1.677 4.795 0.189
H -2.099 6.874 -1.107
H -1.678 6.914 -3.543
H -0.830 4.887 -4.681
H -0.389 2.826 -3.359
H -1.494 -0.628 4.484
H -0.657 -2.927 4.916
H 0.590 -4.117 3.101
H 0.955 -2.924 0.952
C 4.851 0.224 -0.638
Si 3.454 0.973 -1.595
C 2.879 2.574 -0.872
C 4.061 1.386 -3.321
N 2.097 -0.210 -1.562
C 1.719 -1.039 -2.533
C 2.490 -1.372 -3.692
C 2.026 -2.248 -4.641
C 0.766 -2.840 -4.505
C -0.022 -2.571 -3.389
C 0.462 -1.714 -2.440
F -0.291 -1.485 -1.348
H 5.753 0.824 -0.799
H 5.065 -0.800 -0.962
H 4.619 0.207 0.428
H 3.753 3.229 -0.789
H 2.447 2.454 0.121
H 2.143 3.055 -1.520
H 4.588 2.341 -3.241
H 3.247 1.522 -4.039
H 4.766 0.656 -3.725
H 3.472 -0.940 -3.797
H 2.643 -2.483 -5.498
H 0.401 -3.520 -5.263
H -0.996 -3.021 -3.250
O 1.396 1.337 3.251
C 2.217 0.697 2.603
O 2.161 0.459 1.336
C 3.393 0.083 3.321
C 4.051 -1.023 2.802
C 5.109 -1.636 3.487
C 5.474 -1.072 4.681
O 6.471 -1.467 5.532
C 6.457 -0.538 6.620
O 5.389 0.382 6.398
C 4.825 0.032 5.197
C 3.776 0.629 4.554
H 3.734 -1.411 1.843
H 5.621 -2.504 3.094
H 7.404 0.001 6.646
H 6.286 -1.074 7.553
H 3.244 1.475 4.967
```

As for the multiplicity: 5. The total charge is 0. The value obtained for the total energy is -3566.73682 Eh. For the LUMO energy (spin up / spin down), the calculation gives 0.159 / -2.195 eV.

6.
# C31H30CrI2N4OSb

A molecular structure, C31H30CrI2N4OSb (wB97M-V/def2-TZVPD, OMol25).

```
70
Properties=species:S:1:pos:R:3
Cr -1.770 0.880 0.030
I -0.921 -4.050 -5.382
C -1.270 -2.401 -4.185
C -0.751 -1.168 -4.553
C -0.940 -0.064 -3.731
I -0.174 1.785 -4.270
C -1.642 -0.211 -2.549
O -1.764 0.869 -1.704
C -2.214 -1.434 -2.194
C -3.110 -1.505 -0.984
N -2.381 -1.080 0.245
C -3.221 -1.112 1.469
C -2.556 -0.280 2.543
C -2.637 -0.554 3.893
C -1.963 0.269 4.786
C -1.210 1.332 4.314
C -1.166 1.553 2.952
N -1.839 0.772 2.091
C -2.018 -2.532 -3.018
H -0.192 -1.064 -5.473
H -3.521 -2.506 -0.849
H -3.946 -0.811 -1.098
H -1.598 -1.716 0.375
H -3.401 -2.131 1.812
H -4.188 -0.675 1.212
H -3.210 -1.405 4.238
H -2.014 0.068 5.849
H -0.656 1.976 4.980
H -0.583 2.359 2.522
H -2.460 -3.486 -2.759
C 2.821 -2.127 -3.764
C 3.134 -0.794 -3.544
C 2.554 -0.103 -2.485
C 1.660 -0.765 -1.654
C 1.342 -2.106 -1.871
C 1.926 -2.786 -2.928
Sb 0.824 0.210 -0.016
C 1.815 2.066 0.055
C 1.152 3.199 -0.416
C 1.785 4.436 -0.400
C 3.080 4.546 0.084
C 3.747 3.420 0.550
C 3.118 2.183 0.537
C 1.637 -0.876 1.587
C 2.980 -1.252 1.540
C 3.540 -1.961 2.594
C 2.762 -2.318 3.687
C 1.418 -1.977 3.725
C 0.857 -1.259 2.677
H 3.280 -2.660 -4.586
H 3.833 -0.287 -4.197
H 2.795 0.941 -2.325
H 0.650 -2.631 -1.222
H 1.684 -3.827 -3.102
H 0.155 3.129 -0.837
H 1.272 5.312 -0.776
H 3.575 5.509 0.095
H 4.759 3.504 0.924
H 3.650 1.320 0.915
H 3.589 -1.024 0.672
H 4.583 -2.246 2.557
H 3.202 -2.875 4.503
H 0.807 -2.280 4.566
H -0.194 -1.007 2.720
N -3.673 1.941 0.217
N -2.735 2.900 -0.299
H -4.584 1.995 -0.232
H -3.803 2.146 1.203
H -2.903 3.857 -0.001
H -2.776 2.867 -1.315
```

As for the multiplicity: 2. The total charge is +2. The value obtained for the total energy is -3373.12971 Eh. For the LUMO energy (spin up / spin down), the calculation gives -6.902 / -6.431 eV.

- Look up the total charge of the second one.
  +2

- Which value of total charge does entry 4 give?
  +1

Repeat the fifth record exactly.
# C31H30CoFN4O5Si

A molecular structure, C31H30CoFN4O5Si (wB97M-V/def2-TZVPD, OMol25).

```
73
Properties=species:S:1:pos:R:3
Co 0.708 0.160 0.028
C -1.998 1.596 3.123
C -1.218 0.779 2.151
N -0.854 1.165 0.995
N -1.230 2.373 0.479
C -0.738 2.441 -0.747
O -0.047 1.531 -1.329
C -1.016 3.690 -1.513
C -1.496 4.831 -0.877
C -1.731 5.987 -1.606
C -1.494 6.010 -2.975
C -1.015 4.873 -3.613
C -0.771 3.719 -2.882
C -0.733 -0.584 2.484
C -0.966 -1.177 3.718
C -0.493 -2.455 3.955
C 0.200 -3.119 2.955
C 0.398 -2.458 1.758
N -0.053 -1.230 1.523
H -2.417 2.456 2.611
H -1.316 1.947 3.903
H -2.800 1.023 3.592
H -1.677 4.795 0.189
H -2.099 6.874 -1.107
H -1.678 6.914 -3.543
H -0.830 4.887 -4.681
H -0.389 2.826 -3.359
H -1.494 -0.628 4.484
H -0.657 -2.927 4.916
H 0.590 -4.117 3.101
H 0.955 -2.924 0.952
C 4.851 0.224 -0.638
Si 3.454 0.973 -1.595
C 2.879 2.574 -0.872
C 4.061 1.386 -3.321
N 2.097 -0.210 -1.562
C 1.719 -1.039 -2.533
C 2.490 -1.372 -3.692
C 2.026 -2.248 -4.641
C 0.766 -2.840 -4.505
C -0.022 -2.571 -3.389
C 0.462 -1.714 -2.440
F -0.291 -1.485 -1.348
H 5.753 0.824 -0.799
H 5.065 -0.800 -0.962
H 4.619 0.207 0.428
H 3.753 3.229 -0.789
H 2.447 2.454 0.121
H 2.143 3.055 -1.520
H 4.588 2.341 -3.241
H 3.247 1.522 -4.039
H 4.766 0.656 -3.725
H 3.472 -0.940 -3.797
H 2.643 -2.483 -5.498
H 0.401 -3.520 -5.263
H -0.996 -3.021 -3.250
O 1.396 1.337 3.251
C 2.217 0.697 2.603
O 2.161 0.459 1.336
C 3.393 0.083 3.321
C 4.051 -1.023 2.802
C 5.109 -1.636 3.487
C 5.474 -1.072 4.681
O 6.471 -1.467 5.532
C 6.457 -0.538 6.620
O 5.389 0.382 6.398
C 4.825 0.032 5.197
C 3.776 0.629 4.554
H 3.734 -1.411 1.843
H 5.621 -2.504 3.094
H 7.404 0.001 6.646
H 6.286 -1.074 7.553
H 3.244 1.475 4.967
```

As for the multiplicity: 5. The total charge is 0. The value obtained for the total energy is -3566.73682 Eh. For the LUMO energy (spin up / spin down), the calculation gives 0.159 / -2.195 eV.

- Among the records above, which one has the highest total energy?
  C31H29IrN3O2S2Si